Molecular formula: C32H88N8O8
Method: DFT, ωB97M-V with the def2-TZVPD basis set

The geometry in ORCA input format:
```
! wB97M-V def2-TZVPD RIJCOSX def2/J DEFGRID3
* xyz 0 1
C 1.012 1.179 -6.882
C -0.346 0.512 -6.683
C -1.351 1.183 -5.573
O -0.919 0.753 -4.314
C -1.481 -0.599 -4.039
N -1.057 0.735 -7.983
H 1.032 2.236 -7.147
H 1.578 0.680 -7.669
H 1.689 1.120 -6.029
H -0.263 -0.566 -6.550
H -2.379 0.887 -5.782
H -1.360 2.271 -5.511
H -0.780 -1.168 -3.428
H -1.852 -1.043 -4.962
H -2.351 -0.592 -3.383
H -1.890 0.187 -8.145
H -0.419 0.392 -8.687
C 5.321 -3.730 0.648
C 6.354 -2.999 -0.175
C 6.515 -1.497 0.107
O 5.282 -0.839 -0.147
C 5.393 0.460 -0.535
N 7.689 -3.478 0.168
H 4.383 -3.183 0.549
H 5.557 -3.836 1.707
H 5.175 -4.730 0.239
H 6.208 -3.185 -1.239
H 7.167 -1.042 -0.639
H 6.733 -1.156 1.119
H 5.653 0.936 0.410
H 4.399 0.821 -0.797
H 6.138 0.662 -1.305
H 8.156 -2.661 0.536
H 7.584 -3.976 1.040
C -1.485 0.515 2.675
C -1.282 -0.232 1.340
C -0.076 0.315 0.667
O -0.050 -0.227 -0.651
C 1.106 0.078 -1.483
N -1.367 -1.663 1.531
H -2.428 0.411 3.213
H -1.184 1.562 2.667
H -0.791 0.105 3.409
H -2.248 -0.148 0.842
H 0.856 0.071 1.178
H -0.114 1.404 0.685
H 1.069 -0.382 -2.470
H 1.985 -0.442 -1.105
H 1.255 1.115 -1.785
H -1.458 -2.145 0.648
H -2.004 -2.084 2.192
C -3.231 6.933 0.847
C -3.553 5.494 1.215
C -2.430 4.487 0.955
O -1.277 4.728 1.752
C -0.077 5.200 1.127
N -4.118 5.459 2.529
H -4.072 7.536 1.188
H -3.136 7.266 -0.187
H -2.433 7.309 1.486
H -4.305 5.139 0.511
H -2.087 4.194 -0.037
H -2.799 3.551 1.373
H 0.404 4.592 0.360
H 0.671 5.392 1.897
H -0.467 6.063 0.587
H -4.717 4.659 2.679
H -3.432 5.422 3.270
C 3.749 5.434 -5.542
C 2.491 4.618 -5.182
C 2.738 3.671 -4.039
O 3.736 2.744 -4.412
C 3.650 1.505 -3.668
N 1.382 5.525 -4.938
H 3.917 6.091 -4.689
H 3.607 6.044 -6.435
H 4.609 4.797 -5.749
H 2.102 4.077 -6.045
H 1.823 3.207 -3.673
H 3.202 4.186 -3.197
H 3.762 1.831 -2.634
H 4.576 0.932 -3.702
H 2.775 0.895 -3.897
H 1.264 5.997 -5.823
H 0.591 4.897 -4.916
C -0.502 -8.541 -3.321
C -0.732 -7.223 -2.665
C 0.468 -6.228 -2.726
O 0.025 -4.899 -2.478
C 1.140 -3.858 -2.516
N -1.748 -6.647 -3.487
H -0.279 -8.520 -4.388
H -1.314 -9.258 -3.196
H 0.304 -8.960 -2.719
H -1.036 -7.532 -1.665
H 0.909 -6.224 -3.723
H 1.144 -6.578 -1.945
H 1.677 -3.863 -3.465
H 1.880 -3.777 -1.720
H 0.662 -2.928 -2.206
H -1.733 -5.651 -3.318
H -2.616 -6.903 -3.039
C 2.982 -5.140 8.294
C 2.874 -4.515 6.905
C 1.627 -3.719 6.540
O 1.697 -3.588 5.131
C 0.747 -2.747 4.638
N 4.174 -3.769 6.631
H 2.054 -5.673 8.504
H 2.988 -4.345 9.040
H 3.825 -5.830 8.311
H 2.780 -5.459 6.369
H 1.743 -2.742 7.008
H 0.691 -4.089 6.959
H 0.659 -2.936 3.568
H 1.025 -1.694 4.601
H -0.172 -2.756 5.223
H 3.805 -3.261 5.840
H 4.246 -3.019 7.304
C -8.915 1.497 5.982
C -8.109 2.687 5.334
C -7.860 2.431 3.842
O -6.826 1.445 3.721
C -5.464 1.838 3.905
N -8.871 3.863 5.561
H -9.771 1.800 6.586
H -8.213 0.920 6.584
H -9.172 0.740 5.241
H -7.120 2.838 5.768
H -7.552 3.238 3.178
H -8.818 2.109 3.432
H -4.945 0.984 4.340
H -5.292 2.825 4.334
H -5.120 2.083 2.900
H -8.492 4.607 4.992
H -8.717 4.103 6.530
*
```

Calculated values
- Structure (SMILES): COC[C@H](C)N.COC[C@H](C)N.COC[C@H](C)N.COC[C@H](C)N.COC[C@H](C)N.COC[C@H](C)N.COC[C@H](C)N.COC[C@H](C)N
- DFT total energy: -62901.4327 eV
- Highest occupied orbital energy: -8.8 eV
- Orbital gap: 0.341 Eh
- LUMO energy: 0.479 eV
- Relative energy (zero: lowest compared OMol25 entry of this formula, charge and spin): 707.7 kJ/mol

Atom charges from the Mulliken analysis, given in e for atoms 1 to 2:
1. C -1.404
2. C 0.903



Molecular formula: C32H88N8O8
Method: DFT, ωB97M-V with the def2-TZVPD basis set

The geometry in ORCA input format:
```
! wB97M-V def2-TZVPD RIJCOSX def2/J DEFGRID3
* xyz 1 2
C -2.269 -5.906 2.195
C -1.599 -4.765 2.997
C -1.103 -3.572 2.121
O 0.030 -4.021 1.369
C 0.933 -2.982 0.936
N -2.713 -4.294 3.736
H -3.209 -5.622 1.722
H -2.362 -6.805 2.805
H -1.595 -6.288 1.428
H -0.873 -5.097 3.739
H -0.785 -2.810 2.833
H -1.813 -3.107 1.437
H 0.365 -2.442 0.178
H 1.696 -3.529 0.381
H 1.260 -2.264 1.688
H -2.598 -3.969 4.685
H -3.379 -5.052 3.682
C 3.465 -0.968 -2.041
C 2.083 -0.324 -1.720
C 2.029 0.620 -0.452
O 2.558 -0.077 0.634
C 2.646 0.598 1.867
N 1.692 0.367 -2.962
H 3.661 -1.507 -1.113
H 4.246 -0.267 -2.336
H 3.398 -1.607 -2.921
H 1.342 -1.107 -1.562
H 1.003 0.838 -0.157
H 2.600 1.528 -0.646
H 1.722 0.464 2.429
H 3.052 1.607 1.797
H 3.332 0.137 2.577
H 0.869 0.953 -2.993
H 1.391 -0.296 -3.661
C -3.797 -2.847 7.043
C -2.682 -1.821 6.907
C -2.669 -1.096 5.443
O -1.551 -0.212 5.282
C -0.239 -0.858 5.237
N -2.853 -0.707 7.861
H -3.732 -3.533 6.198
H -4.804 -2.442 6.942
H -3.685 -3.439 7.951
H -1.848 -2.500 7.081
H -3.661 -0.657 5.343
H -2.603 -1.913 4.724
H -0.032 -1.160 6.263
H 0.543 -0.188 4.880
H -0.241 -1.813 4.711
H -2.271 0.072 7.585
H -3.762 -0.284 7.740
C -0.461 3.495 -1.314
C -0.781 4.607 -0.261
C -0.295 4.362 1.098
O -0.757 5.384 2.030
C -0.836 5.028 3.477
N -0.301 5.828 -0.871
H 0.618 3.455 -1.465
H -0.991 3.497 -2.266
H -0.781 2.684 -0.659
H -1.842 4.859 -0.260
H 0.754 4.326 1.392
H -0.637 3.377 1.416
H -1.274 4.048 3.666
H -1.610 5.628 3.956
H 0.114 4.961 4.007
H -0.807 6.534 -0.355
H -0.538 6.016 -1.835
C 4.502 -1.298 -6.195
C 3.628 -0.166 -6.680
C 2.123 -0.571 -6.825
O 1.530 -1.084 -5.712
C 0.071 -0.978 -5.743
N 3.758 0.946 -5.774
H 4.260 -2.277 -6.610
H 4.231 -1.366 -5.142
H 5.558 -1.102 -6.380
H 3.997 0.028 -7.688
H 2.003 -1.212 -7.698
H 1.694 0.327 -7.269
H -0.287 0.049 -5.680
H -0.260 -1.490 -4.839
H -0.303 -1.354 -6.695
H 4.746 0.958 -5.565
H 3.255 0.809 -4.910
C -2.795 -7.082 -3.806
C -1.904 -6.374 -2.879
C -1.413 -4.972 -3.256
O -0.739 -4.307 -2.170
C 0.106 -3.214 -2.513
N -2.503 -6.370 -1.613
H -3.766 -6.646 -4.040
H -2.863 -8.120 -3.479
H -2.383 -7.142 -4.814
H -1.031 -6.992 -2.672
H -2.249 -4.315 -3.496
H -0.723 -4.898 -4.097
H 0.964 -3.095 -1.851
H -0.539 -2.336 -2.547
H 0.674 -3.235 -3.443
H -3.492 -6.169 -1.578
H -2.117 -5.494 -1.290
C 0.259 4.034 -8.430
C -0.818 4.649 -7.580
C -0.586 5.024 -6.120
O -0.381 3.896 -5.282
C 1.042 3.479 -5.174
N -1.292 5.733 -8.434
H 0.677 3.200 -7.867
H 1.126 4.663 -8.630
H -0.077 3.729 -9.421
H -1.721 4.038 -7.573
H -1.474 5.430 -5.635
H 0.159 5.819 -6.168
H 1.268 3.386 -4.112
H 1.710 4.300 -5.433
H 1.308 2.545 -5.671
H -1.531 5.369 -9.345
H -0.558 6.398 -8.632
C -0.427 3.590 8.859
C 0.045 2.144 8.484
C 1.129 2.203 7.413
O 0.670 2.594 6.141
C 1.737 2.691 5.217
N 0.490 1.475 9.694
H -1.380 3.524 9.383
H -0.538 4.149 7.930
H 0.317 4.086 9.484
H -0.605 1.393 8.035
H 1.755 1.312 7.356
H 1.805 3.025 7.649
H 1.321 2.834 4.219
H 2.309 1.767 5.132
H 2.439 3.499 5.422
H 1.420 1.804 9.913
H -0.093 1.633 10.503
*
```

Calculated values
- ⟨S²⟩: 0.7560
- DFT total energy: -62893.3480 eV
- Highest occupied orbital energy (spin up / spin down): -10.0 / -10.0 eV
- Orbital gap (spin up / spin down): 0.280 / 0.065 Eh
- LUMO energy (spin up / spin down): -2.375 / -8.230 eV
- Relative energy (zero: lowest compared OMol25 entry of this formula, charge and spin): 403.6 kJ/mol

Atom charges from the Mulliken analysis, given in e for atoms 1 to 2:
1. C -1.847
2. C 0.744



- What is the formula in the second record?
  C32H88N8O8